Model A:
The following is a quantum chemistry calculation of an isolated ion of composition C3H3N4O and charge +1, from the OMol25 dataset.

Values from the calculation:
**SMILES**: O=[N+]1Nc2c[nH]nc21
**Total charge**: +1
**Lowest unoccupied orbital energy (alpha / beta)**: -7.10 / -7.10 eV

Last column: natural (NBO) charge in e.
Geometry (Å):
O -2.91331 0.09135 0.02390  -0.125
N -1.74833 0.22960 0.13118  0.438
N -0.99942 1.35038 0.08116  -0.346
C 0.27166 0.72824 0.05668  0.088
C 1.47928 0.21269 0.03608  -0.067
N 1.32622 -1.27670 -0.05391  -0.266
N 0.11092 -1.65645 0.07665  -0.033
C -0.66448 -0.64250 0.17764  0.156
H -1.44619 2.20302 -0.26329  0.458
H 2.44713 0.54090 0.09347  0.250
H 2.13652 -1.78055 -0.35955  0.447

=====

Model B:
The following is a quantum chemistry calculation of an isolated ion of composition C3H3N4O and charge +1, from the OMol25 dataset.

Values from the calculation:
**SMILES**: [H]/N=C(/C#[N+][O-])C=[N+]=N
**Total charge**: +1
**Lowest unoccupied orbital energy**: -7.21 eV

Last column: natural (NBO) charge in e.
Geometry (Å):
H 1.54860 0.54037 2.56735  0.434
N 0.85468 0.84778 1.91270  -0.495
C 0.29223 0.46365 0.87476  0.220
C -0.32135 1.28830 -0.11082  0.011
N -0.91633 2.15413 -0.63602  0.321
O -1.44007 2.92828 -1.34093  -0.243
C -0.05791 -0.98023 0.36319  0.038
N -0.02577 -1.51307 -0.75371  0.091
N -0.01509 -1.68334 -1.94341  -0.097
H -0.48393 -1.55098 1.28029  0.312
H 0.56494 -2.49489 -2.21340  0.407

=====

Tell me which of them is the least stable. Sure, it is model A.

=====

Model A:
The following is a quantum chemistry calculation of a 2-piece molecular cluster, C2H5FO overall, from the OMol25 dataset.

Values from the calculation:
**Lowest unoccupied orbital energy**: 0.49 eV

Last column: natural (NBO) charge in e.
Geometry (Å):
C 1.60605 0.94815 -0.08373  0.108
C -1.54304 -0.11384 0.06822  -0.173
O 1.95980 -0.32725 -0.13847  -0.682
F -1.01024 -1.24969 0.65284  -0.398
H 2.53756 1.51710 -0.28237  0.076
H -2.59890 -0.06079 0.57250  0.175
H -1.63173 -0.33950 -0.97259  0.153
H -0.76147 0.73888 0.00089  0.215
H 1.44197 -1.11306 0.18270  0.526

=====

Model B:
The following is a quantum chemistry calculation of a 3-piece molecular cluster, C2H5FO overall, from the OMol25 dataset.

Values from the calculation:
**Lowest unoccupied orbital energy**: 0.96 eV

Last column: natural (NBO) charge in e.
Geometry (Å):
C -0.23183 0.50296 0.90312  -0.754
C 0.76992 0.73590 -0.15895  0.885
O 0.88626 1.60859 -0.83838  -0.490
F 1.79073 -0.20074 0.02755  -0.378
H 0.15675 0.13395 1.89214  0.249
H -0.99793 1.10278 1.19249  0.240
H -0.69176 -0.20105 0.23196  0.248
H -0.85582 -1.41229 -1.87435  -0.014
H -0.82632 -2.27008 -1.37559  0.015

=====

Tell me which of them is the least stable. Sure, it is model A.

=====

Model A:
The following is a quantum chemistry calculation of C3H3NO2S2 as an isolated structure, from the OMol25 dataset.

Values from the calculation:
**Lowest unoccupied orbital energy**: -1.62 eV

Last column: natural (NBO) charge in e.
Geometry (Å):
C 0.88606 0.80564 0.72664  0.226
C 2.79416 1.41333 2.38598  -0.540
C 0.18571 0.05645 -0.27435  -0.727
N 0.62067 1.87197 1.27744  -0.695
O 2.48037 3.54572 1.20161  -0.874
O 1.12471 3.29242 3.29524  -0.862
S 2.46569 0.13139 1.44892  0.423
S 1.69106 2.75794 2.12020  2.248
H 0.60790 -0.91780 -0.72004  0.253
H 0.03368 0.71713 -1.17382  0.271
H -0.84731 -0.37195 0.06977  0.277

=====

Model B:
The following is a quantum chemistry calculation of one molecule with the formula C3H3NO2S2, from the OMol25 dataset.

Values from the calculation:
**SMILES**: O=CC(=O)S/C=N\S
**Lowest unoccupied orbital energy**: -1.17 eV

Last column: natural (NBO) charge in e.
Geometry (Å):
O 1.62145 1.96024 -2.08033  -0.444
C 2.16980 1.77611 -1.03602  0.345
C 1.57043 0.89815 0.05938  0.317
O 2.13200 0.72509 1.10362  -0.496
S -0.01151 0.20389 -0.41757  0.207
C -0.32756 -0.71854 1.07757  -0.070
N -1.34270 -1.43465 1.31494  -0.547
S -2.63752 -1.69241 0.27584  0.237
H 3.12944 2.22329 -0.75158  0.143
H 0.43405 -0.62592 1.84073  0.227
H -2.28366 -0.95564 -0.81794  0.082

=====

Tell me which of them is the least stable. Sure, it is model A.

=====

Model A:
The following is a quantum chemistry calculation of a 2-piece molecular cluster, C3H3NO2S2 overall, from the OMol25 dataset.

Values from the calculation:
**SMILES**: C=C=S(=O)=O.C#[N+][S-]
**Lowest unoccupied orbital energy (alpha / beta)**: -2.33 / -2.36 eV

Last column: natural (NBO) charge in e.
Geometry (Å):
C -0.09825 1.62081 0.28193  -0.465
C 0.56819 0.54394 0.11072  -0.202
S 2.24307 0.07360 0.12430  1.827
O 2.39440 -0.80033 -1.03898  -0.886
O 2.65976 -0.43745 1.42627  -0.856
H 0.33699 2.55444 0.07926  0.254
H -1.20775 1.48431 0.25948  0.267
C -1.04312 -1.47225 -0.47185  0.131
N -2.17092 -1.12349 -0.29504  -0.424
S -3.52142 -0.47175 -0.00378  0.098
H -0.16094 -1.97183 -0.47230  0.256

=====

Model B:
The following is a quantum chemistry calculation of one molecule with the formula C3H3NO2S2, from the OMol25 dataset.

Values from the calculation:
**SMILES**: Oc1cn(S)oc1=S
**Lowest unoccupied orbital energy**: -0.34 eV

Last column: natural (NBO) charge in e.
Geometry (Å):
O 1.57388 1.96955 0.07952  -0.638
C 0.65198 1.06153 -0.00834  0.191
C -0.63291 1.21801 -0.10711  -0.123
N -1.25791 -0.02858 -0.60274  -0.216
S -2.80253 -0.36952 0.19110  0.195
O -0.25343 -0.98196 -0.22106  -0.324
C 0.91456 -0.39593 -0.03794  0.174
S 2.42850 -1.05852 0.10354  -0.120
H 2.47008 1.46017 0.36797  0.510
H -1.29205 2.10152 -0.19641  0.240
H -2.55357 0.28459 1.38615  0.110

=====

Tell me which of them is the least stable. Sure, it is model A.

=====

Model A:
The following is a quantum chemistry calculation of one molecule with the formula C4H8FN, from the OMol25 dataset.

Values from the calculation:
**SMILES**: C/C(F)=C\CN
**Lowest unoccupied orbital energy**: 0.99 eV

Last column: natural (NBO) charge in e.
Geometry (Å):
C -0.32024 0.02029 1.80325  -0.697
C 0.39733 0.87725 0.77438  0.404
F 0.95711 1.91449 1.38914  -0.347
C 0.55776 0.89148 -0.57353  -0.308
C -0.01851 -0.07795 -1.56843  -0.250
N -0.43174 -1.37477 -1.15503  -0.859
H 0.34138 -0.13653 2.67460  0.230
H -1.21656 0.51788 2.20431  0.232
H -0.46277 -1.04731 1.41921  0.233
H 1.16399 1.76425 -0.89311  0.223
H 0.78394 -0.30614 -2.26400  0.192
H -0.79182 0.35345 -2.21983  0.198
H -1.31916 -1.37481 -0.72286  0.369
H 0.35929 -2.02158 -0.86810  0.381

=====

Model B:
The following is a quantum chemistry calculation of C4H8FN as an isolated structure, from the OMol25 dataset.

Values from the calculation:
**Lowest unoccupied orbital energy**: 0.84 eV

Last column: natural (NBO) charge in e.
Geometry (Å):
C -0.58461 -0.08335 0.06024  -0.168
C -0.98088 1.29460 -0.01359  0.073
C 0.85046 0.08834 0.67376  -0.198
C 1.95886 -0.70081 0.36738  -0.391
H 0.19866 -1.74994 -1.26735  0.388
H -1.59760 -0.68736 -1.37082  0.399
H -1.20074 -0.51486 0.77758  0.168
H -1.33771 1.69616 1.18047  0.178
H -0.26818 1.85866 -0.63474  0.200
H 0.90008 0.75103 1.65329  0.217
H 2.88114 -0.74389 0.90082  0.206
H 2.00556 -1.62025 -0.50723  0.178
N -0.60088 -0.69501 -1.11363  -0.842
F -2.22415 1.10667 -0.70619  -0.408

=====

Tell me which of them is the least stable. Sure, it is model B.

=====

Model A:
The following is a quantum chemistry calculation of an isolated ion of composition C4H7ClN3 and charge +1, from the OMol25 dataset.

Values from the calculation:
**Total charge**: +1
**Lowest unoccupied orbital energy**: -4.38 eV

Last column: natural (NBO) charge in e.
Geometry (Å):
C 0.86687 -1.57703 0.37024  -0.367
C -0.62470 -1.64952 0.30001  0.103
C 1.50526 -0.50230 -0.03596  0.147
C -1.05107 0.29989 -1.02747  -0.165
N -1.43216 -0.90421 -0.25292  -0.378
N 0.17860 1.01709 -0.56929  -0.329
N -0.02431 1.72818 0.63933  -0.557
Cl 2.95032 0.19899 -0.34900  0.224
H 1.41252 -2.52998 0.48586  0.289
H -0.96813 -2.72505 0.62752  0.217
H -0.89159 -0.10353 -2.11549  0.260
H -2.01106 0.73340 -0.93060  0.236
H -0.29614 2.81518 0.45587  0.457
H 0.89149 2.00083 1.07099  0.436
H -0.50590 1.19808 1.33092  0.426

=====

Model B:
The following is a quantum chemistry calculation of an isolated ion of composition C4H7ClN3 and charge +1, from the OMol25 dataset.

Values from the calculation:
**Total charge**: +1
**Lowest unoccupied orbital energy (alpha / beta)**: -4.59 / -4.59 eV

Last column: natural (NBO) charge in e.
Geometry (Å):
C -1.86186 -0.25749 -0.12351  0.276
C 0.64601 -1.39043 0.79272  -0.264
C -0.13717 -1.87647 -0.39609  -0.030
C 0.36042 2.13600 -0.20936  -0.459
N -1.30184 -1.28881 -0.47029  -0.298
N 0.14392 0.82025 0.38853  -0.125
N 0.98945 -0.10756 0.20030  -0.198
Cl -3.25307 0.51463 0.16984  0.267
H 0.01949 -1.35101 1.58921  0.241
H 1.37320 -2.12110 1.01171  0.253
H 0.45725 -2.33367 -1.17748  0.242
H 1.00276 2.07834 -1.11429  0.203
H -0.58170 2.38003 -0.53224  0.234
H 0.50229 2.91196 0.48878  0.259
H 1.64085 -0.11468 -0.61786  0.401

=====

Tell me which of them is the least stable. Sure, it is model A.